Entry from the OMol25 dataset: 2 unconnected molecules or ions with the total composition CHNO5S2 (the ωB97M-V functional and the def2-TZVPD basis).

Summary:
frontier orbital gap (spin up / spin down): 6.141 / 5.788 eV
lowest unoccupied orbital energy (spin up / spin down): 0.22998 / 0.22997 Ha
energy: -34443.3081 eV
charge: -2

Atoms and positions in Å:
C1 0.950 0.361 0.329
N1 0.546 0.051 2.614
O1 -1.359 1.954 0.028
O2 0.863 -1.823 -1.461
O3 0.272 2.118 -1.698
O4 -0.823 -0.122 -1.407
O5 -0.910 -1.883 0.148
S1 -0.212 1.305 -0.582
S2 0.131 -1.032 -0.443
H1 0.542 -0.929 2.472